No. 1
C6H5O6Os | ωB97M-V/def2-TZVPD

Structure (ORCA input):
```
! wB97M-V def2-TZVPD RIJCOSX def2/J DEFGRID3
* xyz 3 5
O 0.7813 -3.4278 2.5104
C 0.6402 -3.2832 1.3229
Os 0.3209 -1.5587 -0.0096
O 0.4545 0.5773 2.2116
C 0.4416 -0.2475 1.3676
C -0.0414 -0.5304 -1.7088
O -0.2294 -0.1893 -2.7928
C -1.5694 -1.5464 0.4489
O -2.7036 -1.4028 0.6682
C 2.2820 -1.2923 -0.2125
O 3.3912 -0.9762 -0.3027
H 0.6821 -4.2511 0.7666
C -0.9648 3.1712 -0.4741
O -0.1222 2.1921 -1.0558
H -1.7876 2.6230 -0.0002
H -1.4023 3.9039 -1.1616
H -0.4238 3.7137 0.3067
H 0.2508 2.5245 -1.8848
*
```

Results
molar mass = 363.3 u
lowest unoccupied orbital energy (alpha / beta) = -12.522 / -17.430 eV
<S²> = 6.03
electronic energy = -21014.732 eV

No. 2
C6H5O6V | ωB97M-V/def2-TZVPD

Structure (ORCA input):
```
! wB97M-V def2-TZVPD RIJCOSX def2/J DEFGRID3
* xyz 1 4
O -0.1343 1.9829 -2.5859
C -0.5050 1.4671 -1.6013
V -1.1538 0.8689 -0.0986
C -0.8428 2.2656 1.0832
O -0.6395 3.1681 1.7935
C 1.5514 -1.6154 -1.9481
O 0.3873 -1.8837 -1.5403
C 2.1630 -0.4043 -1.5736
O 2.1245 0.6723 -1.0495
C -3.0016 0.9478 -0.4461
O -4.1303 1.0951 -0.7155
H 2.1722 -2.1689 -2.5638
C 0.1265 -1.2677 2.1341
O 0.3690 -0.3719 1.0385
H -0.0859 -2.2582 1.7295
H -0.7324 -0.9253 2.7228
H 1.0133 -1.3101 2.7760
H 1.3185 -0.2622 0.8453
*
```

Results
molar mass = 224.0 u
lowest unoccupied orbital energy (alpha / beta) = -5.439 / -5.906 eV
<S²> = 3.79
electronic energy = -44263.116 eV

Question: The highest electronic energy belongs to which entry?
Answer: C6H5O6Os

Question: Look up the electronic energy of the first one.
Answer: -21014.732 eV

Question: The highest <S²> belongs to which entry?
Answer: C6H5O6Os